Record 1
{
  "formula": "C32H32ClN5O4SbSr",
  "method": "ωB97M-V/def2-TZVPD",
  "homo_energy_ev": -11.37,
  "e_tot_ev": -69237.4346,
  "homo_lumo_gap_ev": 8.80,
  "total_charge": 1,
  "species": ["Sr", "C", "C", "C", "C", "C", "C", "N", "Sb", "C", "C", "C", "C", "C", "C", "N", "C", "C", "C", "C", "C", "C", "N", "H", "H", "H", "H", "H", "H", "H", "H", "H", "H", "H", "H", "H", "H", "H", "H", "H", "H", "O", "C", "C", "C", "C", "N", "C", "C", "C", "C", "C", "C", "O", "C", "C", "N", "H", "H", "H", "H", "H", "H", "H", "H", "H", "H", "H", "H", "Cl", "C", "C", "O", "O", "H", "H"],
  "coordinates": [[-1.255, -0.090, -0.091], [-0.141, 2.628, -2.866], [-1.543, 2.109, -2.796], [-2.402, 2.117, -3.891], [-3.695, 1.658, -3.735], [-4.122, 1.196, -2.496], [-3.223, 1.189, -1.447], [-1.976, 1.675, -1.606], [-4.104, 0.417, 0.592], [-2.818, 1.752, 1.818], [-3.458, 2.504, 2.785], [-2.712, 3.418, 3.525], [-1.374, 3.575, 3.238], [-0.791, 2.792, 2.239], [0.646, 2.997, 1.862], [-1.497, 1.876, 1.576], [-3.147, -1.498, 1.499], [-4.105, -2.439, 1.819], [-3.700, -3.727, 2.150], [-2.361, -4.045, 2.135], [-1.427, -3.045, 1.858], [0.040, -3.344, 1.856], [-1.834, -1.799, 1.599], [0.142, 2.868, -3.889], [0.566, 1.896, -2.475], [-0.049, 3.532, -2.261], [-2.051, 2.476, -4.848], [-4.375, 1.644, -4.576], [-5.126, 0.811, -2.378], [-4.519, 2.392, 2.963], [-3.185, 4.013, 4.295], [-0.770, 4.303, 3.763], [0.818, 4.046, 1.615], [0.919, 2.388, 1.004], [1.313, 2.742, 2.687], [-5.161, -2.205, 1.768], [-4.441, -4.484, 2.372], [-2.024, -5.054, 2.328], [0.213, -4.393, 1.619], [0.474, -3.149, 2.839], [0.570, -2.726, 1.133], [5.841, 0.112, 3.008], [4.692, -0.207, 3.764], [3.490, -0.198, 2.863], [2.207, -0.221, 3.399], [1.133, -0.236, 2.533], [1.252, -0.230, 1.203], [2.480, -0.212, 0.686], [3.621, -0.194, 1.485], [2.558, -0.250, -0.799], [3.755, -0.047, -1.474], [3.780, -0.164, -2.856], [5.046, 0.070, -3.631], [6.154, -0.147, -2.779], [2.597, -0.491, -3.499], [1.442, -0.652, -2.751], [1.408, -0.523, -1.422], [6.614, 0.088, 3.581], [4.533, 0.509, 4.577], [4.779, -1.204, 4.213], [2.041, -0.230, 4.469], [0.119, -0.250, 2.920], [4.608, -0.186, 1.052], [4.666, 0.185, -0.946], [5.038, 1.102, -4.003], [5.064, -0.596, -4.499], [6.965, -0.072, -3.292], [2.560, -0.626, -4.572], [0.505, -0.906, -3.225], [-5.036, -2.418, -3.116], [-3.314, -2.889, -3.166], [-2.444, -1.948, -2.341], [-1.361, -1.574, -2.816], [-2.867, -1.629, -1.192], [-2.995, -2.890, -4.202], [-3.246, -3.895, -2.756]]
}

=====

Record 2
{
  "formula": "C25H39N9O4P2Ru",
  "method": "ωB97M-V/def2-TZVPD",
  "s2": 8.7879,
  "homo_energy_ev": [-15.85, -15.84],
  "multiplicity": 6,
  "e_tot_ev": -69295.2801,
  "homo_lumo_gap_ev": [6.99, 5.14],
  "total_charge": 3,
  "species": ["Ru", "C", "C", "N", "C", "C", "C", "C", "C", "C", "C", "C", "C", "N", "C", "H", "H", "H", "H", "H", "H", "H", "H", "C", "N", "C", "P", "O", "O", "P", "O", "N", "C", "C", "N", "C", "C", "N", "C", "C", "H", "H", "H", "H", "H", "H", "H", "H", "H", "H", "H", "H", "H", "H", "H", "H", "H", "H", "H", "H", "H", "H", "H", "H", "C", "N", "C", "C", "C", "N", "C", "O", "N", "H", "H", "H", "H", "H", "H", "H"],
  "coordinates": [[0.107, 0.711, -0.487], [-2.047, 2.820, 2.786], [-1.252, 1.761, 2.380], [-1.471, 1.104, 1.233], [-2.503, 1.482, 0.477], [-3.282, 2.605, 0.743], [-3.050, 3.275, 1.940], [-4.174, 3.135, -0.340], [-4.277, 2.588, -2.460], [-3.374, 1.535, -2.997], [-3.345, 0.878, -4.183], [-2.221, 0.076, -4.462], [-1.131, 0.030, -3.563], [-1.092, 0.643, -2.410], [-2.283, 1.346, -1.997], [-1.855, 3.315, 3.727], [-0.421, 1.412, 2.979], [-3.621, 4.157, 2.206], [-4.694, 4.028, 0.001], [-4.830, 3.141, -3.216], [-4.136, 0.996, -4.913], [-2.164, -0.473, -5.391], [-0.255, -0.555, -3.822], [2.578, 0.619, -2.700], [3.649, 0.877, -1.744], [4.666, -0.180, -1.675], [3.270, 1.788, -0.425], [1.832, 2.180, -0.320], [3.652, 0.825, 0.863], [2.783, -0.438, 1.320], [1.642, -0.747, 0.404], [3.858, -1.682, 1.313], [5.176, -1.534, 1.925], [3.374, -3.059, 1.202], [2.249, 0.023, 2.819], [1.299, -0.881, 3.470], [3.119, 0.750, 3.745], [4.263, 3.061, -0.283], [5.615, 3.110, -0.830], [3.792, 4.293, 0.360], [3.020, 0.295, -3.641], [2.010, 1.532, -2.882], [1.900, -0.182, -2.351], [5.137, -0.281, -2.652], [4.226, -1.141, -1.394], [5.434, 0.073, -0.948], [5.458, -0.484, 1.980], [5.913, -2.059, 1.315], [5.205, -1.963, 2.931], [2.388, -3.075, 0.744], [3.326, -3.551, 2.177], [4.061, -3.632, 0.577], [0.649, -1.340, 2.725], [0.689, -0.315, 4.178], [1.799, -1.670, 4.040], [3.844, 1.346, 3.198], [3.651, 0.075, 4.420], [2.509, 1.421, 4.352], [5.813, 2.245, -1.457], [6.355, 3.146, -0.028], [5.732, 4.008, -1.438], [2.739, 4.208, 0.608], [3.927, 5.135, -0.320], [4.358, 4.494, 1.271], [-3.247, 4.922, -1.965], [-3.363, 3.485, -1.624], [-5.097, 2.180, -1.178], [-5.124, 0.732, -0.847], [-3.995, 0.023, -0.668], [-2.713, 0.692, -0.702], [-2.027, 2.798, -1.616], [-1.012, 3.330, -1.329], [-3.904, -1.296, -0.387], [-4.238, 5.372, -1.967], [-2.793, 5.031, -2.948], [-2.618, 5.417, -1.227], [-6.114, 2.557, -1.232], [-6.084, 0.239, -0.784], [-4.728, -1.872, -0.340], [-3.005, -1.723, -0.272]]
}

=====

Record 3
{
  "formula": "C21H15Cl2F5MoN3O4STe",
  "method": "ωB97M-V/def2-TZVPD",
  "homo_energy_ev": [-11.68, -11.68],
  "e_tot_ev": -93287.2538,
  "homo_lumo_gap_ev": [4.64, 4.62],
  "total_charge": 1,
  "species": ["Mo", "C", "C", "C", "C", "C", "C", "C", "S", "O", "O", "N", "C", "C", "C", "C", "C", "N", "H", "H", "H", "H", "H", "H", "H", "H", "H", "H", "H", "Cl", "C", "C", "C", "Cl", "C", "C", "C", "C", "N", "C", "C", "O", "H", "H", "H", "H", "F", "Te", "F", "F", "F", "F", "O"],
  "coordinates": [[0.807, -0.003, 0.727], [-2.721, 1.277, -5.970], [-2.047, 1.543, -4.664], [-2.329, 2.699, -3.937], [-1.669, 2.972, -2.751], [-0.733, 2.070, -2.277], [-0.465, 0.891, -2.959], [-1.118, 0.636, -4.149], [0.244, 2.423, -0.844], [1.466, 1.626, -1.010], [0.321, 3.804, -0.530], [-0.457, 1.549, 0.398], [-0.498, 1.877, 1.703], [-0.768, 3.111, 2.317], [-0.568, 3.201, 3.677], [-0.124, 2.089, 4.401], [0.087, 0.891, 3.744], [-0.148, 0.781, 2.422], [-3.081, 2.198, -6.419], [-3.578, 0.620, -5.821], [-2.046, 0.783, -6.666], [-3.050, 3.403, -4.323], [-1.848, 3.884, -2.208], [0.288, 0.206, -2.575], [-0.883, -0.262, -4.702], [-1.032, 3.960, 1.710], [-0.742, 4.133, 4.189], [0.068, 2.150, 5.460], [0.317, -0.021, 4.287], [-3.377, -2.219, -0.638], [-1.904, -2.972, -0.224], [-1.823, -4.372, -0.138], [-0.648, -5.014, 0.198], [-0.619, -6.716, 0.302], [0.543, -4.279, 0.467], [1.805, -4.791, 0.817], [2.832, -3.902, 1.062], [2.624, -2.526, 1.005], [1.431, -2.001, 0.706], [0.428, -2.875, 0.414], [-0.773, -2.216, 0.072], [-0.646, -0.894, 0.133], [-2.710, -4.957, -0.329], [1.957, -5.854, 0.906], [3.812, -4.262, 1.327], [3.428, -1.834, 1.230], [1.847, -1.078, 3.208], [2.709, 1.005, 3.026], [1.857, 2.591, 2.112], [2.740, 2.573, 4.481], [4.212, -0.341, 2.934], [4.233, 2.006, 2.482], [2.349, 0.436, 1.219]]
}

=====

Record 4
{
  "formula": "C3H10O2",
  "method": "ωB97M-V/def2-TZVPD",
  "homo_energy_ev": -9.75,
  "e_tot_ev": -7365.9703,
  "homo_lumo_gap_ev": 10.09,
  "smiles": "C=CC.O.O",
  "species": ["C", "C", "C", "H", "H", "H", "H", "H", "H", "H", "H", "O", "H", "H", "O"],
  "coordinates": [[0.577, 0.296, -1.919], [-0.529, 1.129, -1.402], [-1.021, 2.207, -2.108], [1.675, 0.371, -1.438], [0.167, -0.678, -2.086], [0.856, 0.683, -2.848], [-0.965, 0.726, -0.381], [-1.927, 2.509, -1.520], [-0.945, 2.552, -3.142], [1.351, -0.209, 2.450], [-0.188, -0.063, 2.681], [0.622, -0.024, 3.040], [0.573, -2.886, 3.481], [-0.216, -3.102, 2.172], [-0.030, -3.511, 3.020]]
}